No. 1
# C24H65B2ClF2N17O22P2S

A 11-piece molecular cluster, C24H65B2ClF2N17O22P2S overall in a non-equilibrium geometry (ωB97M-V/def2-TZVPD, the Open Molecules 2025 dataset).

Geometry as ORCA input:
```
! RIJCOSX wB97M-V def2-TZVPD def2/J DEFGRID3
* xyz 1 1
C 2.274 -3.887 1.629
C 2.105 -2.362 1.548
B 1.181 -1.922 0.353
O 1.150 -2.511 -0.844
N 0.212 -0.754 0.624
N -0.769 -0.987 1.611
C 0.226 0.416 0.040
N -0.666 1.419 0.279
C -1.608 1.568 -0.898
C -2.603 0.397 -0.877
C -3.877 0.559 -1.733
N -4.161 -0.709 -2.440
C -2.377 2.875 -0.675
C -3.183 2.963 0.639
C -2.744 4.183 1.431
Cl -4.937 3.159 0.267
C -0.719 1.645 -2.190
F -1.018 2.833 -2.874
B -1.028 0.457 -3.241
N -0.837 -0.950 -2.869
O -1.427 0.841 -4.477
C 0.814 1.739 -1.869
C 1.131 3.199 -1.439
C 1.498 4.191 -2.543
C 0.992 5.587 -2.183
F 2.889 4.261 -2.656
P 1.841 1.285 -3.404
S 2.363 -0.592 -3.397
N 1.190 0.707 -0.883
P 2.772 0.876 -0.196
N 2.873 1.700 1.115
H 3.040 -4.120 2.363
H 1.350 -4.361 1.949
H 2.562 -4.302 0.668
H 1.715 -1.994 2.498
H 3.087 -1.897 1.444
H 2.044 -2.705 -1.177
H -1.476 -1.612 1.245
H -0.342 -1.373 2.444
H -1.177 1.241 1.141
H -2.145 -0.556 -1.094
H -2.930 0.302 0.158
H -4.731 0.764 -1.102
H -3.753 1.346 -2.477
H -5.145 -0.784 -2.653
H -3.666 -0.725 -3.320
H -3.059 3.055 -1.497
H -1.705 3.727 -0.681
H -3.087 2.112 1.306
H -1.696 4.022 1.684
H -3.293 4.281 2.362
H -2.780 5.077 0.823
H -0.327 -1.448 -3.591
H -1.711 -1.439 -2.707
H -1.413 0.092 -5.079
H 0.243 3.603 -0.971
H 1.911 3.273 -0.683
H 1.041 3.934 -3.496
H 1.671 6.314 -2.618
H 0.964 5.719 -1.106
H 0.004 5.746 -2.604
H 2.965 2.107 -3.287
H 1.178 1.748 -4.550
H 3.241 -0.433 -0.057
H 3.494 1.457 -1.246
H 1.987 2.070 1.448
C 4.059 -5.189 -3.146
N 3.194 -4.059 -2.722
O 2.285 -3.713 -3.439
O 3.440 -3.532 -1.649
H 3.709 -5.546 -4.103
H 5.075 -4.813 -3.213
H 3.981 -5.962 -2.388
C 2.433 -4.368 5.742
N 1.100 -4.044 5.167
O 0.507 -4.922 4.577
O 0.690 -2.911 5.317
H 2.656 -5.404 5.525
H 3.156 -3.701 5.282
H 2.379 -4.197 6.812
C -6.857 3.734 -2.945
N -8.175 4.145 -3.498
O -8.714 3.361 -4.253
O -8.615 5.219 -3.163
H -6.613 2.760 -3.351
H -6.128 4.479 -3.249
H -6.942 3.699 -1.864
C 1.956 -9.192 4.968
N 2.988 -8.183 5.326
O 3.901 -7.995 4.550
O 2.851 -7.604 6.385
H 2.211 -9.620 4.006
H 1.958 -9.951 5.746
H 0.999 -8.682 4.927
C -0.467 8.161 2.056
N -0.377 6.765 1.548
O 0.283 5.962 2.178
O -0.972 6.507 0.522
H 0.106 8.233 2.967
H -0.070 8.813 1.287
H -1.519 8.367 2.235
C 1.601 3.519 4.193
N 0.245 3.110 3.738
O 0.119 2.754 2.579
O -0.655 3.162 4.539
H 2.287 3.417 3.360
H 1.527 4.550 4.524
H 1.874 2.867 5.016
C 3.286 10.582 4.234
N 1.962 10.220 3.659
O 1.906 9.944 2.478
O 1.014 10.223 4.413
H 4.025 10.535 3.444
H 3.199 11.587 4.636
H 3.502 9.870 5.024
C -7.502 1.603 -6.921
N -6.786 0.725 -5.953
O -6.041 1.252 -5.147
O -6.989 -0.464 -6.029
H -7.216 2.628 -6.721
H -7.206 1.297 -7.919
H -8.566 1.458 -6.768
C 1.076 -6.062 -6.489
N 1.953 -6.807 -5.546
O 3.008 -7.232 -5.963
O 1.554 -6.929 -4.408
H 1.563 -6.030 -7.456
H 0.129 -6.591 -6.538
H 0.941 -5.066 -6.077
C 5.166 -11.664 6.585
N 3.856 -12.162 6.081
O 3.827 -12.665 4.981
O 2.898 -12.023 6.815
H 5.917 -11.854 5.828
H 5.059 -10.600 6.777
H 5.384 -12.199 7.503
*
```

**Electronic energy**: -5329.09503 Eh
**HOMO energy**: -11.07 eV

Atom charges from the Löwdin analysis, given in e for atoms 1 to 8: -0.08 -0.14 -0.55 0.17 0.07 0.15 -0.32 0.17

***

No. 2
# C24H65BrClO8PSi

A 8-piece molecular cluster, C24H65BrClO8PSi overall (ωB97M-V/def2-TZVPD, the Open Molecules 2025 dataset).

Geometry as ORCA input:
```
! RIJCOSX wB97M-V def2-TZVPD def2/J DEFGRID3
* xyz 0 1
C -0.731 1.545 0.542
C -1.261 0.971 -0.769
C -0.380 -0.125 -1.372
Br -1.241 -0.788 -3.009
Si -0.021 -1.628 -0.260
P 2.181 -1.458 0.389
O 2.242 0.111 0.859
Cl 1.904 -2.412 2.225
H -0.694 0.797 1.341
H -1.374 2.355 0.893
H 0.265 1.977 0.400
H -2.271 0.577 -0.631
H -1.344 1.787 -1.494
H 0.550 0.312 -1.741
H -0.919 -1.622 0.920
H -0.156 -2.890 -0.991
H 1.477 0.425 1.349
C -2.118 6.549 2.088
C -2.341 5.329 1.216
C -3.586 5.474 0.354
O -2.428 4.159 2.030
H -2.969 6.657 2.763
H -1.218 6.445 2.694
H -2.040 7.467 1.504
H -1.471 5.159 0.575
H -4.461 5.607 0.995
H -3.734 4.584 -0.258
H -3.509 6.341 -0.304
H -3.185 4.282 2.618
C 3.297 -5.152 -2.729
C 1.855 -4.776 -3.017
C 1.435 -5.107 -4.436
O 1.635 -3.392 -2.725
H 3.978 -4.610 -3.390
H 3.548 -4.900 -1.698
H 3.473 -6.218 -2.880
H 1.200 -5.298 -2.315
H 2.058 -4.558 -5.149
H 0.396 -4.829 -4.609
H 1.541 -6.171 -4.650
H 2.179 -2.875 -3.329
C -0.223 -5.405 -8.847
C 0.345 -6.675 -8.236
C 0.058 -7.901 -9.087
O -0.126 -6.854 -6.902
H -1.310 -5.484 -8.937
H 0.008 -4.543 -8.221
H 0.184 -5.231 -9.845
H 1.426 -6.565 -8.118
H -1.022 -8.046 -9.183
H 0.485 -8.792 -8.630
H 0.472 -7.789 -10.090
H -1.083 -6.958 -6.933
C -6.884 5.818 5.308
C -5.608 5.122 4.873
C -4.568 5.088 5.981
O -5.083 5.748 3.703
H -6.656 6.856 5.564
H -7.612 5.815 4.496
H -7.332 5.341 6.180
H -5.836 4.100 4.560
H -4.306 6.109 6.275
H -3.662 4.585 5.644
H -4.947 4.569 6.862
H -4.889 6.670 3.930
C 6.599 -4.788 -0.917
C 6.672 -6.160 -1.566
C 7.889 -6.944 -1.103
O 6.645 -6.056 -2.991
H 7.486 -4.204 -1.185
H 5.717 -4.245 -1.253
H 6.554 -4.866 0.169
H 5.770 -6.725 -1.321
H 8.805 -6.408 -1.372
H 7.915 -7.926 -1.573
H 7.882 -7.074 -0.020
H 7.420 -5.550 -3.256
C -6.782 9.320 2.034
C -6.743 9.192 3.547
C -7.191 10.461 4.251
O -5.431 8.810 3.979
H -6.109 10.118 1.707
H -6.466 8.389 1.565
H -7.787 9.564 1.686
H -7.381 8.361 3.856
H -6.532 11.292 3.984
H -7.160 10.332 5.332
H -8.207 10.731 3.960
H -4.827 9.518 3.730
C 5.896 -3.898 4.800
C 6.063 -3.862 3.289
C 6.490 -2.490 2.791
O 4.875 -4.292 2.631
H 5.120 -3.190 5.107
H 5.600 -4.894 5.127
H 6.822 -3.623 5.306
H 6.816 -4.599 2.998
H 5.727 -1.747 3.041
H 6.612 -2.500 1.708
H 7.430 -2.177 3.248
H 4.174 -3.677 2.879
*
```

**Electronic energy**: -5220.41949 Eh
**HOMO energy**: -8.63 eV

Atom charges from the Löwdin analysis, given in e for atoms 1 to 8: -0.11 -0.37 -0.87 0.62 0.45 0.39 -0.46 0.14